{"formula": "C11H15NO", "method": "ωB97M-V with the def2-TZVPD basis set", "symbols": ["C", "C", "C", "C", "C", "C", "C", "C", "C", "C", "C", "H", "H", "H", "H", "H", "H", "H", "H", "H", "H", "H", "H", "H", "H", "H", "N", "O"], "xyz": [[-1.5940, 0.3728, 3.6227], [-1.4677, 0.5636, 1.4925], [-2.1504, -0.7104, 1.5834], [-1.8444, -1.4533, 0.4106], [-1.1411, -0.8054, -0.8157], [-0.5869, 0.3912, -0.7298], [-0.7986, 1.1148, 0.3735], [0.2466, 0.9539, -1.7559], [0.7367, -0.1777, -2.9141], [1.6999, 0.8455, -2.0777], [2.4574, 0.3076, -0.9688], [-2.6996, 0.5073, 3.6163], [-0.9290, -0.8806, 3.1015], [-1.0696, 0.6157, 4.9824], [-2.2441, -1.2181, 2.5766], [-2.0477, -2.6586, 0.2730], [-0.9811, -1.5564, -1.7340], [-0.3829, 2.0856, 0.5227], [-0.0592, 1.8680, -2.1935], [0.6738, -1.2732, -2.7467], [0.6078, 0.1897, -4.0864], [2.3320, 1.5807, -2.8106], [3.4373, 0.6035, -1.2284], [2.5280, 0.9139, -0.0727], [1.2005, -1.4728, -1.0033], [2.9905, -1.0088, 0.8342], [2.5515, -1.1453, -0.8001], [-1.4655, 1.4468, 2.5481]], "forces_ev_per_angstrom": [[2.62, 0.95, 3.46], [-0.63, 2.04, -1.44], [2.70, -1.40, -3.01], [0.42, -0.81, -2.87], [-2.74, -7.26, 1.27], [1.22, 0.91, -0.60], [-1.57, -0.08, 3.82], [0.84, -1.18, -5.46], [0.42, 4.35, -1.24], [-0.87, -1.30, -2.27], [3.45, 0.11, 0.59], [0.62, -1.85, 1.06], [-1.50, 4.34, 2.70], [-1.53, -0.13, -4.53], [-1.48, 0.28, -2.26], [0.28, 3.46, 0.57], [-0.51, 2.04, 2.30], [0.26, 0.49, 0.05], [-1.26, 0.64, -0.44], [0.20, 1.23, 0.01], [0.32, -1.18, 3.39], [-2.24, -1.40, 2.15], [2.08, -0.25, -0.70], [-1.77, 0.06, 0.53], [4.89, 0.80, 1.86], [-1.63, -1.06, -4.20], [-3.88, -0.49, 3.24], [1.29, -3.31, 2.01]], "lowdin_charge": [-0.114, -0.314, -0.116, -0.017, -0.059, -0.339, 0.037, -0.182, -0.039, -0.263, -0.481, 0.079, 0.227, 0.174, 0.069, 0.146, 0.136, 0.132, 0.124, 0.052, 0.136, 0.188, 0.074, 0.089, 0.170, 0.223, -0.012, -0.118], "relative_energy_kcal_mol": 353.07, "e_homo_ev": -8.305, "orbital_gap_ev": 8.140}

{"formula": "C25H50B2ClF2N2O11S", "method": "ωB97M-V with the def2-TZVPD basis set", "symbols": ["C", "C", "O", "N", "C", "C", "F", "O", "B", "Cl", "O", "C", "B", "N", "O", "S", "O", "O", "F", "H", "H", "H", "H", "H", "H", "H", "H", "H", "H", "C", "C", "C", "O", "C", "H", "H", "H", "H", "H", "H", "H", "H", "C", "C", "C", "O", "C", "H", "H", "H", "H", "H", "H", "H", "H", "C", "C", "C", "O", "C", "H", "H", "H", "H", "H", "H", "H", "H", "C", "C", "C", "O", "C", "H", "H", "H", "H", "H", "H", "H", "H", "C", "C", "C", "O", "C", "H", "H", "H", "H", "H", "H", "H", "H"], "xyz": [[2.6420, 4.6468, -5.8525], [2.3063, 5.1252, -4.3447], [1.4509, 6.0503, -4.2694], [2.9846, 4.5523, -3.1823], [3.8208, 3.3630, -3.5266], [2.0647, 4.3080, -2.0494], [0.6629, 4.0862, -2.3404], [2.3374, 3.1725, -1.2030], [1.8779, 3.3978, 0.1992], [0.3715, 2.4258, 0.7709], [1.6253, 4.8710, 0.1576], [2.4002, 5.4624, -0.9259], [3.9011, 5.4521, -0.2674], [5.0364, 4.5883, -0.7195], [4.1686, 6.3432, 0.8488], [1.8520, 7.2043, -1.2513], [2.7998, 7.7902, -2.2648], [1.9020, 8.1004, -0.0409], [0.2664, 7.1252, -1.7641], [2.6361, 3.5095, -5.9602], [1.9479, 5.1657, -6.6063], [3.7046, 4.9800, -6.1567], [4.6295, 3.7266, -4.2652], [3.1603, 2.6047, -4.0649], [4.3950, 2.9298, -2.6426], [2.6677, 3.1401, 1.0666], [5.2054, 3.9218, 0.0605], [5.9041, 5.1231, -0.8595], [3.3721, 6.4120, 1.4188], [-3.2672, 6.5387, -0.9905], [-4.0338, 6.4715, 0.3120], [-3.9876, 4.9887, 0.6286], [-2.7651, 4.4856, 0.0793], [-2.1979, 5.4848, -0.7807], [-2.8553, 7.5255, -1.2081], [-3.9203, 6.2491, -1.8211], [-3.5013, 7.0353, 1.0850], [-5.0514, 6.8618, 0.2448], [-4.8164, 4.4534, 0.1502], [-4.0174, 4.7883, 1.7030], [-1.3220, 5.9029, -0.2756], [-1.8729, 5.0240, -1.7152], [-4.3620, 1.5268, 2.2145], [-4.8069, 1.8160, 3.6303], [-4.5443, 0.4919, 4.3207], [-3.4300, -0.1129, 3.6517], [-3.1740, 0.6139, 2.4379], [-4.1096, 2.4201, 1.6420], [-5.1521, 0.9886, 1.6797], [-4.1741, 2.5962, 4.0657], [-5.8472, 2.1379, 3.7074], [-5.4013, -0.1842, 4.2233], [-4.3136, 0.6112, 5.3822], [-2.2535, 1.1890, 2.5804], [-3.0229, -0.0870, 1.6142], [-0.7521, -4.0927, 2.1603], [-1.4916, -2.8470, 2.5929], [-0.4180, -2.0860, 3.3411], [0.8366, -2.4320, 2.7354], [0.6309, -3.5503, 1.8607], [-1.2056, -4.5985, 1.3061], [-0.7029, -4.8030, 2.9930], [-1.8069, -2.2785, 1.7120], [-2.3738, -3.0488, 3.2023], [-0.3764, -2.3883, 4.3933], [-0.5621, -1.0046, 3.2950], [0.6989, -3.1857, 0.8300], [1.4172, -4.2924, 2.0204], [-2.2983, -6.3685, -2.5222], [-1.8342, -7.6737, -1.9165], [-0.4060, -7.3499, -1.5264], [-0.3664, -5.9498, -1.2150], [-1.5947, -5.3478, -1.6499], [-3.3829, -6.2477, -2.5281], [-1.9392, -6.2895, -3.5537], [-2.4242, -7.8980, -1.0218], [-1.9080, -8.5246, -2.5959], [0.2836, -7.5271, -2.3592], [-0.0663, -7.9275, -0.6644], [-2.1866, -5.1125, -0.7585], [-1.3808, -4.4179, -2.1811], [4.2384, -8.0154, 0.8210], [3.4150, -6.8583, 1.3441], [2.0114, -7.2648, 0.9420], [1.9745, -8.6997, 0.9530], [3.3153, -9.1944, 1.0627], [5.2061, -8.1244, 1.3137], [4.4127, -7.8913, -0.2529], [3.4925, -6.8110, 2.4353], [3.7106, -5.8893, 0.9391], [1.7773, -6.9322, -0.0733], [1.2510, -6.8724, 1.6212], [3.4425, -9.5972, 2.0737], [3.4689, -10.0028, 0.3440]], "forces_ev_per_angstrom": [[1.08, 0.07, 0.17], [-2.02, 2.43, -0.92], [2.87, -3.29, 0.47], [-1.84, -1.60, -1.76], [0.94, -0.31, -1.07], [0.37, -0.64, 3.53], [2.29, 1.49, -0.52], [0.52, 1.18, -2.37], [0.13, 0.92, -0.40], [-0.22, 0.13, -0.40], [0.38, 1.86, -0.06], [-2.97, -2.48, 0.83], [1.42, 1.60, 1.10], [-0.52, 0.17, 0.53], [-1.29, -2.23, -1.34], [2.79, 4.65, 0.44], [-3.12, -2.36, 1.62], [-1.40, -3.17, -2.50], [2.45, 0.03, 0.66], [-0.19, 1.60, 0.11], [0.78, -0.89, 1.59], [-1.49, -0.51, 0.67], [-1.31, -0.55, 1.06], [1.13, 0.56, 0.93], [-1.33, 0.81, -1.05], [0.69, -0.16, -0.19], [-0.01, 0.53, -0.73], [-0.56, -0.22, 0.30], [0.37, 0.43, -0.74], [-0.12, 0.05, -0.41], [-0.09, 0.29, 0.36], [0.19, -0.34, -0.15], [-0.51, 0.27, 0.08], [0.50, -0.08, 0.11], [0.03, -0.09, 0.01], [0.04, 0.05, 0.02], [-0.05, -0.04, -0.03], [0.03, -0.04, 0.02], [-0.14, 0.04, 0.06], [0.05, -0.05, -0.03], [0.00, -0.04, -0.12], [0.05, -0.07, 0.15], [-0.21, -0.04, -0.44], [0.01, 0.35, 0.28], [0.05, -0.36, 0.06], [-0.31, 0.20, 0.02], [0.50, 0.06, 0.01], [0.07, -0.13, 0.02], [0.04, 0.04, 0.00], [-0.06, -0.04, -0.01], [0.05, -0.04, 0.02], [-0.09, 0.05, 0.07], [0.06, -0.09, -0.05], [-0.02, 0.01, -0.17], [0.03, -0.03, 0.12], [-0.02, -0.46, 0.09], [-0.36, 0.21, -0.17], [0.23, 0.24, 0.26], [-0.31, -0.34, -0.07], [0.25, 0.30, -0.19], [0.10, 0.00, 0.03], [0.00, -0.01, -0.06], [-0.01, -0.01, 0.08], [0.06, 0.09, -0.02], [-0.10, 0.04, 0.04], [0.12, -0.07, 0.00], [0.01, -0.12, -0.04], [0.05, 0.10, 0.03], [-0.11, 0.15, -0.43], [-0.20, -0.31, 0.24], [0.32, 0.00, 0.02], [-0.32, -0.17, -0.17], [0.09, 0.23, 0.28], [0.07, 0.03, 0.01], [-0.06, 0.03, 0.06], [0.05, -0.03, -0.06], [0.04, 0.04, 0.05], [0.00, -0.11, 0.00], [0.02, 0.07, -0.06], [-0.08, 0.06, -0.07], [0.09, -0.04, 0.10], [0.28, -0.06, -0.33], [0.02, 0.24, 0.38], [-0.22, 0.10, -0.25], [0.29, 0.06, 0.02], [-0.19, -0.20, 0.18], [-0.07, -0.02, -0.03], [0.02, -0.03, 0.07], [0.00, 0.04, -0.07], [-0.06, -0.06, 0.02], [0.03, 0.17, 0.12], [-0.04, -0.10, -0.08], [0.10, -0.05, -0.02], [-0.12, 0.01, 0.03]], "lowdin_charge": [-0.030, -0.354, 0.015, -0.001, -0.073, -0.336, 0.041, -0.008, -1.066, 0.495, -0.086, -0.244, -0.446, 0.141, 0.084, 0.862, -0.310, -0.318, -0.203, 0.070, 0.089, 0.085, 0.100, 0.098, 0.093, 0.064, 0.095, 0.078, 0.105, -0.175, -0.183, -0.229, -0.143, -0.200, 0.113, 0.113, 0.116, 0.107, 0.113, 0.108, 0.112, 0.119, -0.165, -0.181, -0.212, -0.152, -0.194, 0.094, 0.118, 0.117, 0.111, 0.113, 0.114, 0.116, 0.113, -0.179, -0.179, -0.195, -0.130, -0.201, 0.092, 0.115, 0.110, 0.114, 0.117, 0.115, 0.123, 0.103, -0.179, -0.176, -0.208, -0.152, -0.203, 0.113, 0.115, 0.117, 0.113, 0.123, 0.103, 0.107, 0.122, -0.180, -0.175, -0.209, -0.145, -0.209, 0.112, 0.116, 0.118, 0.118, 0.101, 0.119, 0.115, 0.114], "e_homo_ev": -5.983, "orbital_gap_ev": 8.139, "charge": -1}

{"formula": "C5H6FeO4", "method": "ωB97M-V with the def2-TZVPD basis set", "symbols": ["O", "C", "O", "O", "C", "C", "Fe", "H", "H", "H", "H", "C", "C", "O", "H", "H"], "xyz": [[2.8030, 1.2095, -0.7803], [2.2621, 0.3411, -0.0488], [2.8658, -0.1774, 0.9250], [1.0097, -0.0421, -0.3000], [0.1663, -0.3495, 0.8018], [-1.2360, -0.6745, 0.3148], [4.4198, 0.9700, 0.3852], [0.1796, 0.4635, 1.5396], [0.5494, -1.2351, 1.3253], [-1.2806, -1.7657, 0.4698], [-2.5152, -0.8937, -1.5384], [-1.8258, 1.1880, -0.3069], [-1.7327, -0.2803, -1.0716], [-2.1788, 2.2244, -0.0885], [-2.5132, -0.9119, 0.2118], [-0.9735, -0.0663, -1.8386]], "forces_ev_per_angstrom": [[1.04, -0.01, 0.13], [-3.56, -1.17, -0.30], [1.48, 0.45, 0.42], [0.75, 1.20, -0.99], [-0.28, 0.43, 2.61], [-3.66, -5.99, -1.50], [0.23, 0.06, -0.01], [0.24, 0.14, -0.28], [-0.21, 0.26, -0.19], [0.61, -0.27, -0.87], [-0.99, 1.17, 0.41], [-3.41, -0.61, -4.61], [4.76, 3.10, -0.21], [0.91, -0.13, 1.23], [2.17, 1.58, 4.24], [-0.08, -0.22, -0.08]], "lowdin_charge": [0.006, -0.709, -0.018, 0.079, -0.119, -0.201, 1.450, 0.155, 0.157, 0.138, 0.173, 0.092, -0.021, 0.422, 0.267, 0.129], "relative_energy_kcal_mol": 124.40, "e_homo_ev": [-16.615, -18.251], "orbital_gap_ev": [6.958, 6.005], "s2": 12.01, "charge": 2, "multiplicity": 7}